No. 1
Density functional theory data (ωB97M-V/def2-TZVPD) for a 3-piece molecular cluster, C4H12NO2 overall.

Values from the calculation:
ΔE to the lowest compared entry with this formula, charge and spin: 3.137 eV
energy: -364.51993 a.u.
HOMO-LUMO gap: 8.977 eV
HOMO level: -13.60 eV
LUMO level: -4.63 eV
max |F|: 4.3 eV/Å
molar mass: 106.14 g/mol

ORCA input file:
```
! RIJCOSX wB97M-V def2-TZVPD def2/J DEFGRID3
* xyz 1 1
H 2.25 0.66 2.31
H 1.12 0.27 3.69
H -1.44 0.15 -0.45
H -1.59 1.78 -2.01
H -2.50 -1.59 -1.56
H 1.05 1.61 0.34
H -0.42 -0.92 1.42
O -2.27 -0.89 -2.14
O 1.14 -1.55 -1.03
H 1.90 -1.00 2.73
H 0.16 2.31 -1.59
C 0.34 -0.06 1.54
C 1.41 -0.01 2.59
H 1.74 -2.05 -0.34
C -0.76 1.72 -1.33
C 0.38 0.83 0.50
N -0.76 0.97 -0.34
H 1.46 -1.72 -1.96
H -3.23 -0.49 -2.36
*
```

Here are the Löwdin charges for atoms 1 to 5, given in e: number 1, H, carries 0.0867; number 2, H, carries 0.1249; number 3, H, carries 0.1696; number 4, H, carries 0.1105; number 5, H, carries 0.0190


No. 2
Density functional theory data (ωB97M-V/def2-TZVPD) for a 3-piece molecular cluster, C4H12NO2 overall.

Values from the calculation:
ΔE to the lowest compared entry with this formula, charge and spin: 2.099 eV
energy: -364.55810 a.u.
HOMO-LUMO gap: 9.852 eV
HOMO level: -14.17 eV
LUMO level: -4.32 eV
max |F|: 1.2 eV/Å
molar mass: 106.14 g/mol

ORCA input file:
```
! RIJCOSX wB97M-V def2-TZVPD def2/J DEFGRID3
* xyz 1 1
C 0.31 -1.41 1.27
H -0.33 1.07 -0.41
H 1.04 -2.36 3.01
H -0.75 2.62 1.58
N -0.47 0.07 -0.48
O -0.78 2.04 -3.12
H -0.11 2.00 -3.83
O 0.08 2.29 1.22
C 1.28 -2.31 1.95
H -1.50 -1.29 -1.67
H -0.62 -1.29 1.78
H -1.98 0.47 -1.78
C 0.51 -0.78 0.13
H -1.01 2.98 -3.20
H 0.76 2.51 1.86
C -1.32 -0.27 -1.36
H 1.10 -3.32 1.54
H 2.35 -2.18 1.90
H 1.45 -0.83 -0.40
*
```

Here are the Löwdin charges for atoms 1 to 5, given in e: number 1, C, carries -0.1055; number 2, H, carries 0.1236; number 3, H, carries 0.0827; number 4, H, carries 0.0599; number 5, N, carries 0.0621


No. 3
Density functional theory data (ωB97M-V/def2-TZVPD) for a 2-piece molecular cluster, C4H12NO2 overall.

Values from the calculation:
ΔE to the lowest compared entry with this formula, charge and spin: 2.590 eV
energy: -364.54005 a.u.
HOMO-LUMO gap: 11.060 eV
HOMO level: -14.87 eV
LUMO level: -3.81 eV
max |F|: 6.4 eV/Å
molar mass: 106.14 g/mol

ORCA input file:
```
! RIJCOSX wB97M-V def2-TZVPD def2/J DEFGRID3
* xyz 1 1
C 0.56 0.72 0.66
H 1.00 -1.87 0.28
C -0.75 0.90 1.42
H 1.23 2.81 0.74
H -2.13 -2.26 -1.25
H 1.25 0.11 1.31
O -2.11 -1.55 -0.72
H -0.72 -0.45 -0.57
H -1.36 -0.01 1.22
H 2.21 -1.00 -0.81
N 0.23 -0.05 -0.57
C 1.17 1.93 0.11
C 1.19 -1.34 -0.64
H -1.33 1.83 1.27
H 0.82 -1.98 -1.50
H -0.64 0.84 2.56
H 0.43 0.52 -1.57
H -2.82 -0.90 -1.00
O 1.75 1.75 -0.96
*
```

Here are the Löwdin charges for atoms 1 to 5, given in e: number 1, C, carries -0.3326; number 2, H, carries 0.0883; number 3, C, carries -0.0267; number 4, H, carries 0.1477; number 5, H, carries -0.0022


No. 4
Density functional theory data (ωB97M-V/def2-TZVPD) for a 2-piece molecular cluster, C4H12NO2 overall.

Values from the calculation:
ΔE to the lowest compared entry with this formula, charge and spin: 0.405 eV
energy: -364.07665 a.u.
HOMO-LUMO gap (alpha / beta): 10.461 / 6.645 eV
expectation value of S²: 0.7573
HOMO level (alpha / beta): -19.94 / -19.92 eV
LUMO level (alpha / beta): -9.48 / -13.27 eV
max |F|: 2.9 eV/Å
molar mass: 106.14 g/mol

ORCA input file:
```
! RIJCOSX wB97M-V def2-TZVPD def2/J DEFGRID3
* xyz 2 2
H 0.60 0.39 0.86
H -0.48 0.30 2.12
H 2.28 -0.58 -1.89
H -1.47 1.91 0.90
O 1.09 -2.09 -0.52
H -1.46 -1.60 0.08
H 0.36 1.99 -0.71
C -1.31 1.08 0.21
H -2.32 0.76 -0.03
C 0.65 -2.07 0.58
N -0.50 1.53 -1.01
H 1.28 -2.44 1.43
O 2.08 0.14 -1.29
H 2.78 0.78 -1.45
C -0.45 0.13 1.04
H -1.00 2.26 -1.52
H -1.18 -1.73 1.76
H -0.27 0.65 -1.41
C -0.71 -1.42 0.83
*
```

Here are the Löwdin charges for atoms 1 to 5, given in e: number 1, H, carries 0.1154; number 2, H, carries 0.1425; number 3, H, carries 0.0670; number 4, H, carries 0.1460; number 5, O, carries 0.3602


No. 5
Density functional theory data (ωB97M-V/def2-TZVPD) for a 2-piece molecular cluster, C4H12NO2PS overall.

Values from the calculation:
ΔE to the lowest compared entry with this formula, charge and spin: 2.681 eV
energy: -1104.34616 a.u.
HOMO-LUMO gap (alpha / beta): 8.562 / 8.563 eV
HOMO level (alpha / beta): -8.86 / -8.86 eV
LUMO level (alpha / beta): -0.30 / -0.30 eV
max |F|: 3.8 eV/Å
molar mass: 169.19 g/mol

ORCA input file:
```
! RIJCOSX wB97M-V def2-TZVPD def2/J DEFGRID3
* xyz 0 1
H -1.87 -2.17 0.75
C 2.27 -0.41 -0.70
C 0.92 0.12 -0.10
H -2.33 -1.25 -1.95
H 0.07 1.18 -1.80
O -2.95 -0.94 -1.24
H 1.57 1.99 -1.17
H 0.10 -0.49 1.67
C 0.91 0.28 1.46
H -1.89 -0.95 2.01
S -2.93 1.60 0.29
O -0.10 -0.80 -0.51
H 1.86 0.21 2.04
H 2.88 0.36 -1.27
H 0.09 2.06 -0.36
H 2.10 -1.18 -1.41
P -2.39 -0.24 0.03
H 0.37 1.21 1.83
C 0.70 1.43 -0.90
H 2.96 -0.70 0.12
N -2.34 -1.34 1.19
*
```

Here are the Löwdin charges for atoms 1 to 5, given in e: number 1, H, carries 0.0940; number 2, C, carries -0.0408; number 3, C, carries -0.6754; number 4, H, carries 0.1232; number 5, H, carries 0.1037


No. 6
Density functional theory data (ωB97M-V/def2-TZVPD) for a 3-piece molecular cluster, C4H12NO2S overall.

Values from the calculation:
ΔE to the lowest compared entry with this formula, charge and spin: 6.621 eV
energy: -762.82194 a.u.
HOMO-LUMO gap: 4.444 eV
HOMO level: -3.89 eV
LUMO level: 0.55 eV
max |F|: 1.7 eV/Å
molar mass: 138.21 g/mol

ORCA input file:
```
! RIJCOSX wB97M-V def2-TZVPD def2/J DEFGRID3
* xyz -1 1
C 0.37 0.23 -0.17
H 0.31 0.30 3.28
H 1.33 -1.16 -1.56
H -0.36 -2.82 -1.43
H -0.05 0.06 2.67
H -0.17 -0.47 -2.16
H -3.09 0.47 -0.59
H 0.91 3.44 -0.67
C 0.33 -0.85 -1.26
H -0.14 2.82 0.72
H 1.20 0.20 0.54
H -1.58 -1.67 -0.82
S -0.21 -2.30 0.96
C -0.54 -1.97 -0.76
H -0.76 1.60 -0.94
H -0.63 0.01 0.38
O 1.79 2.42 0.84
N 0.24 1.49 -0.68
O -2.18 0.74 -0.76
C 0.77 2.63 0.09
*
```

Here are the Löwdin charges for atoms 1 to 5, given in e: number 1, C, carries -0.3460; number 2, H, carries 0.0400; number 3, H, carries 0.1055; number 4, H, carries 0.0634; number 5, H, carries -0.0073


- The lowest max |F| belongs to which entry?
  number 2


- Number 4 is which compound?
  C4H12NO2